1.
ORCA calculation (the ωB97M-V functional and the def2-TZVPD basis) on C59H68BHfN8O3 as an isolated structure in a non-equilibrium geometry.

Computed properties:
- gap between HOMO and LUMO (alpha / beta) (eV) = 5.554 / 5.792
- charge = +1
- LUMO energy (alpha / beta) (eV) = -4.7844 / -4.6370

Cartesian coordinates (Å):
H 1.03 0.72 1.51
C -1.10 -3.38 -3.88
H -0.56 -4.53 2.44
H -6.62 3.20 1.43
H 0.25 -6.96 1.24
H -4.86 0.73 4.34
H 1.53 -5.94 1.88
C -5.98 -2.45 1.62
H 2.89 0.30 6.01
H -5.17 4.00 -0.58
H 4.63 -1.27 1.96
C -1.07 3.72 -3.66
C 5.04 1.98 -2.99
H -1.43 5.13 -5.23
H 1.64 -6.60 0.23
H 2.87 -4.85 0.35
C -3.76 -3.76 -3.26
Hf -1.44 -0.06 -0.16
C -2.95 -3.05 -2.37
H 2.80 4.55 -0.79
H -1.65 4.06 0.02
H -0.77 -6.34 -0.91
H 5.18 2.87 0.34
C 1.45 0.62 2.49
C 1.46 -1.35 -0.28
H 5.54 -1.06 -0.33
H -1.48 -0.05 5.42
C -1.84 4.60 -4.39
H -0.03 3.56 -3.93
H 3.37 1.33 1.90
C 3.17 2.53 -1.36
H 4.32 1.14 4.18
O -2.37 0.03 -4.27
H -3.80 5.44 -4.62
H -5.11 -4.05 -0.71
H -6.69 1.43 1.52
C 2.38 3.56 -0.80
N -1.24 0.03 -2.21
N -3.99 1.23 0.61
O -0.56 1.77 0.25
H 4.79 -4.93 1.39
C -4.64 3.10 -0.36
C 2.64 1.27 -1.39
C -1.71 -0.07 4.37
B -4.00 -0.04 1.47
C 1.08 -3.74 0.29
C 1.12 3.40 -0.28
H -1.51 -4.49 -5.67
H 6.37 -4.39 0.85
H -4.83 -1.03 4.33
H 4.16 -2.83 2.62
H 5.38 1.27 -0.39
C 1.27 5.10 1.53
C 0.53 -2.41 0.12
H 0.59 -0.36 5.60
C 1.19 0.03 4.78
O -0.68 -2.08 0.29
C 3.36 -2.78 0.14
H 6.52 2.57 -0.75
C -0.96 -4.71 1.44
C 4.88 -2.33 1.98
C 0.36 5.74 -0.73
H -0.25 6.56 -0.35
H -0.96 -2.33 -2.02
H -1.38 5.28 1.27
H 6.07 2.21 -3.25
H 3.50 -0.70 -0.28
H 4.23 4.69 -2.76
H -4.03 -0.15 5.63
C -3.53 -2.55 -1.13
H 5.18 -4.88 -0.34
H -6.54 -3.35 1.42
H 3.17 0.45 -1.86
C 4.82 -2.92 0.55
H 5.87 -2.45 2.40
C -4.89 -2.31 0.61
C -0.38 -5.33 -0.93
N -2.82 -0.08 2.47
N 0.86 -0.19 -0.49
C -3.71 4.10 -2.97
N -3.13 1.44 -0.42
C -1.91 -4.09 -4.75
H 4.88 4.85 -1.12
C 0.63 0.17 3.51
H 5.93 4.35 -2.43
H -5.69 2.34 2.65
H -1.19 -4.65 -1.19
N -4.00 -1.29 0.58
C 5.31 -4.37 0.61
H -1.60 -5.59 1.46
H 1.34 6.14 -0.98
H 5.63 -2.46 -1.41
C 2.77 0.96 2.72
H -5.57 -2.51 2.63
H 1.25 4.35 2.32
C 2.50 0.38 5.01
C 0.19 -4.97 0.45
C 5.75 -2.13 -0.38
C 2.45 -3.87 0.25
H -5.00 -0.04 2.10
H 4.98 0.91 -2.82
C 3.30 0.86 3.99
H -0.99 3.60 1.60
C 5.48 2.34 -0.56
H 6.79 -2.27 -0.09
C 0.56 2.10 -0.29
C -4.25 -0.15 4.56
H -4.75 4.24 -2.73
H -1.56 -3.85 1.14
C -4.92 2.21 0.66
C -1.61 -2.87 -2.70
C -3.17 4.77 -4.04
C -0.99 4.37 0.83
C 0.97 -6.19 0.98
H 0.85 6.02 1.92
H -0.97 2.35 -2.03
H -0.06 -3.23 -4.11
C -6.04 2.30 1.62
H 0.38 -5.27 -1.70
H 2.31 5.29 1.26
C -0.81 -0.01 3.30
H -6.65 -1.60 1.57
H -3.89 -4.82 -5.11
C -4.62 -3.13 -0.46
H -0.10 5.37 -1.64
N -1.50 -0.02 2.14
C -1.60 3.04 -2.58
H 4.41 2.23 -3.85
C 0.43 4.63 0.32
C -2.97 -0.11 3.81
N -3.17 -1.43 -0.48
C 2.86 -1.56 -0.20
C 4.62 2.79 -1.76
C -2.93 3.22 -2.21
C -1.85 0.03 -3.23
C 4.92 4.27 -2.03
H -4.81 -3.90 -3.04
C -3.52 2.58 -1.03
C 1.38 1.01 -0.81
C -3.24 -4.27 -4.43

=====

2.
ORCA calculation (the ωB97M-V functional and the def2-TZVPD basis) on a 11-piece molecular cluster, C77H168N11O12 overall in a non-equilibrium geometry.

Computed properties:
- gap between HOMO and LUMO (eV) = 8.247
- charge = +3
- LUMO energy (eV) = -4.5846

Cartesian coordinates (Å):
C -0.25 0.25 0.23
H 10.04 -4.56 0.87
H -3.61 3.12 -2.65
H 0.65 4.02 0.81
N 2.97 3.25 3.18
O 4.76 -2.21 3.17
O -0.19 3.15 -3.50
H -2.43 -3.82 -2.21
O -3.03 -1.30 -0.45
H -1.16 -0.70 -5.90
H -4.58 -2.65 0.92
H -1.10 -13.81 -1.57
H 0.99 -0.88 -5.43
N 8.16 -3.63 1.03
H -6.73 4.16 -0.06
C -4.19 2.35 0.65
H -2.70 -12.95 -1.65
H -0.40 -3.30 3.60
C -4.42 -0.27 5.18
O -0.71 2.90 -1.46
H 6.25 -3.04 1.42
C -1.59 -1.28 4.83
C 2.44 4.62 3.71
C 8.52 -5.85 1.91
H -6.81 -2.15 4.60
H 6.38 -4.77 1.39
H 7.74 -6.57 1.62
H 0.50 9.30 -8.60
C -1.88 -7.61 0.99
C 2.95 1.27 7.86
C -0.19 -0.63 1.42
C 3.88 1.46 -1.15
C -1.77 -13.09 -1.12
C -3.30 -8.07 -1.03
C -1.29 -5.45 -1.19
H -1.81 6.28 -3.94
C -0.12 -2.09 0.82
N -1.84 -8.01 -0.56
H 1.56 2.30 4.21
H -0.75 -3.85 5.29
C -3.96 4.49 -0.54
C -1.24 7.04 -4.49
H -1.74 8.01 -4.40
O -1.39 2.09 4.40
H -1.85 -5.29 -0.25
H 1.73 10.46 -6.12
H -1.66 9.19 -7.23
C 5.18 1.98 2.87
H 9.25 -3.08 2.70
H 2.02 1.37 -2.26
H 0.03 10.86 -7.92
C -1.83 -10.66 -0.29
C -2.68 -2.07 5.42
H 0.59 -0.42 2.17
C 2.74 1.12 6.36
H 0.85 5.94 2.85
H -3.27 7.61 -5.77
C -0.07 -3.31 4.66
H -2.73 -1.90 6.45
C -0.17 -1.80 5.08
C -5.94 -0.24 5.29
H -5.12 -7.70 0.07
C -4.90 7.62 -2.77
H -0.95 -7.05 1.18
H -3.49 -7.16 -1.60
H -4.10 5.55 -5.26
N -3.59 -1.30 -1.53
C 8.98 -4.83 0.79
H 0.54 7.37 -6.48
H 1.22 7.62 -2.06
H -4.81 -2.47 6.64
H -5.26 -1.68 3.10
H 8.80 -5.15 -0.21
H 4.44 -4.98 -0.75
N -4.79 3.32 -0.22
H 7.08 2.69 3.66
H -2.99 6.76 -1.94
H 0.44 -1.13 4.46
C 0.85 -0.90 -3.38
H 0.73 6.18 -4.27
H -0.43 8.17 -2.14
N -1.36 6.69 -5.96
H 4.37 -2.25 -2.24
H 4.94 1.35 3.70
H -3.67 -1.01 2.84
C 6.64 -3.86 0.87
H -0.16 6.45 -2.05
H 0.06 -1.72 6.15
C 2.01 -0.12 -0.76
H 6.87 -5.08 3.09
H 8.58 -0.95 1.81
C 7.94 -4.90 3.04
C -0.68 9.09 -6.80
H -1.23 0.40 -0.23
H -1.53 -0.27 5.24
H 1.22 -2.45 -0.91
C 4.50 3.34 3.07
C -6.02 3.65 0.62
C 4.72 -3.92 -0.82
H -1.82 -1.12 3.79
H 3.01 3.19 6.09
H -4.99 0.53 -3.56
H 4.06 1.40 -0.09
C 1.16 4.85 2.84
H 7.06 2.83 1.93
H 8.45 -2.51 -0.67
H -6.11 3.23 -1.82
H 9.74 -2.40 0.58
H -0.90 -9.50 -1.80
H 2.83 2.53 1.02
H -3.60 -6.14 1.02
H 7.29 -0.43 -0.88
H 7.58 -2.69 2.92
O -2.60 1.33 2.85
H 3.02 -3.28 -2.11
H -1.01 -0.44 -2.33
C 1.78 9.91 -7.04
O 4.79 -1.21 1.27
H -2.31 4.24 -4.76
H -0.45 -2.23 -1.35
H 7.72 0.83 0.19
C 8.69 -2.41 0.38
O -0.92 2.53 2.37
H -5.01 -3.55 5.31
H -1.13 0.96 -5.33
C -2.78 6.81 -6.37
C -5.04 -2.52 5.61
H -4.23 -9.07 0.71
H 1.78 2.04 -0.69
C 0.54 -0.19 -4.68
H -3.88 4.99 -6.97
N 0.56 -0.48 -0.85
H -1.13 -0.47 1.98
H 4.72 3.77 4.06
H 0.64 -1.95 -3.40
C 2.66 2.19 4.20
H -0.80 9.36 -5.75
C -0.93 5.20 -6.19
H -4.11 1.73 -4.55
C -4.76 1.59 -3.68
H -2.78 7.13 -7.41
H 4.76 4.10 2.30
H 9.01 -0.04 -0.73
C 1.53 4.26 1.45
H -2.90 -10.68 -0.68
H -5.89 7.81 -2.35
C 0.08 -0.17 -2.27
H -6.21 0.37 6.16
H 0.09 0.92 -2.41
H -3.67 4.93 0.40
H 0.47 -2.79 1.40
C 2.35 1.23 -1.21
H 7.25 1.27 2.68
H 0.07 -7.13 -0.86
H -0.47 7.17 -7.84
H 4.35 2.37 -1.64
H 2.58 0.41 8.46
H 0.06 1.26 0.40
H -2.60 -2.98 2.49
H -4.13 7.22 -0.75
H -3.61 -7.23 2.24
C 6.72 2.20 2.79
H -2.75 -5.43 -2.84
H -0.37 -5.00 -0.93
C -0.43 7.52 -6.84
C 8.08 -1.17 0.94
O 2.99 -1.08 2.45
H -1.53 -0.25 -4.12
H 3.14 5.38 3.52
H 0.39 4.20 3.29
C -5.31 2.57 -1.45
H -3.50 1.48 -1.89
H 6.88 -4.40 -1.30
C -1.96 -4.77 -2.44
H -3.62 -3.97 3.52
C 0.41 9.80 -7.60
H 2.46 2.13 8.32
H 2.21 4.51 4.75
C 0.24 7.12 -3.97
C 6.26 -3.77 -0.62
H 4.72 1.45 1.98
H 1.69 1.00 6.11
H -4.38 8.55 -2.88
C -3.41 5.43 -6.14
H -5.09 1.06 2.12
O -4.79 -1.29 -1.57
C -4.19 -1.88 3.30
C -2.20 4.49 -5.81
H -3.94 -0.12 6.13
C -3.32 -7.16 1.20
H -3.45 1.85 0.07
C -0.89 -0.07 -5.02
H -4.58 4.82 -2.45
H -2.56 -3.17 5.34
C 3.32 2.28 5.58
H -1.76 -8.56 1.60
H -3.76 2.83 1.48
N 4.15 -1.50 2.33
C -1.01 -11.85 -0.84
H -3.04 4.09 -1.04
C 4.15 -3.30 -2.12
H 2.12 4.97 0.85
C -4.07 6.79 -1.73
C -6.59 2.34 1.17
C 0.30 -1.90 -0.60
H -3.99 -4.27 1.05
H 0.94 -3.71 4.75
H 3.15 0.11 6.09
H 9.40 -6.42 2.28
H 4.27 -3.50 0.09
H 4.56 -3.83 -2.98
C 0.23 7.33 -2.44
H 4.39 2.28 5.51
H -4.94 6.99 -3.64
C 8.09 -0.13 -0.19
H -1.91 -10.73 0.81
H 2.13 8.91 -6.87
H 3.99 1.30 8.16
H 2.37 -0.26 0.28
C -1.11 -9.35 -0.72
N -1.63 2.03 3.23
H -1.17 -2.40 0.86
H -0.56 -11.50 -1.75
H -3.99 0.38 4.44
N -0.88 3.44 -2.55
H -0.56 5.26 -7.21
H 2.93 1.23 3.69
H -6.99 -2.08 6.27
H -0.81 -7.21 -2.36
C 2.27 2.96 1.79
C -4.71 5.37 -1.53
H -5.71 4.39 1.30
H 2.56 -0.90 -1.34
H -5.78 1.62 -1.13
H 4.40 0.60 -1.56
C -6.32 -1.74 5.49
H 6.43 -2.73 -0.95
H 1.48 2.25 2.00
H -7.33 1.91 0.54
H -0.16 -9.18 -0.23
H 0.99 0.81 -4.63
H -5.57 -3.85 1.82
H -3.45 -8.90 -1.63
H 1.94 -0.76 -3.19
N -4.03 -1.74 4.85
H 2.40 10.37 -7.76
H -1.21 -4.56 -3.25
C -4.19 2.20 -2.41
H -5.70 2.09 -3.84
H -0.09 4.91 -5.56
H 7.01 -1.22 1.30
C -4.12 -8.06 0.32
H -6.45 0.08 4.36
C 8.26 -3.49 2.55
H -5.76 5.50 -1.36
H -5.53 0.56 0.54
H -2.11 -13.56 -0.19
C -0.92 -6.99 -1.31
C -5.34 1.45 1.13
C -3.70 -3.16 2.77
H 8.40 -5.02 4.01
H -7.02 2.47 2.18
H -0.18 -12.09 -0.13
H -2.35 3.56 -6.37
H 0.74 7.88 -4.53
O -1.80 4.26 -2.78
O -2.90 -1.43 -2.59
C -4.56 -3.50 1.58

=====

3.
ORCA calculation (the ωB97M-V functional and the def2-TZVPD basis) on C4H5N3 as an isolated structure in a non-equilibrium geometry.

Computed properties:
- gap between HOMO and LUMO (eV) = 8.378
- ΔE to the lowest compared entry with this formula, charge and spin (kcal per mole) = 107.1
- charge = 0
- LUMO energy (eV) = -1.4917

Cartesian coordinates (Å):
C -0.96 0.05 -0.15
H -2.92 -0.47 1.26
N -0.56 1.30 -0.23
C 1.11 -0.26 0.07
N 2.39 -0.57 0.04
C 0.70 1.20 0.12
H 1.40 1.95 0.59
C -2.25 -0.56 0.14
H -2.23 -1.75 -0.25
H 2.79 -1.52 -0.31
H -3.13 -0.01 -0.52
N -0.04 -0.84 -0.08

=====

4.
ORCA calculation (the ωB97M-V functional and the def2-TZVPD basis) on a 2-piece molecular cluster, C6H8FN2O2 overall in a non-equilibrium geometry.

Computed properties:
- gap between HOMO and LUMO (eV) = 6.738
- ΔE to the lowest compared entry with this formula, charge and spin (kcal per mole) = 111.8
- charge = +1
- LUMO energy (eV) = -5.3291

Cartesian coordinates (Å):
N 3.20 -4.42 -0.53
H -0.31 0.48 -1.15
F 0.84 0.07 0.39
C -3.50 -1.23 0.56
C 3.71 1.50 0.84
H -1.41 -0.82 1.54
H 2.62 1.80 0.69
C 3.46 -0.87 0.06
H -3.85 -1.83 -0.29
C -1.39 -0.41 0.50
H 4.18 1.21 1.77
H -4.37 -0.67 1.12
O -2.64 -0.22 0.08
H -2.94 -1.77 1.29
C -0.42 0.03 -0.26
H 4.15 2.42 0.40
N 3.14 -2.01 -0.11
C 3.27 -3.30 -0.32
O 3.88 0.28 -0.03

=====

Calculated E_tot (hartree), listed in the same order as above: -3025.84327, -4538.45839, -319.54154, -592.80284